--- P ---
12
Properties=species:S:1:pos:R:3 method="wB97M-V/def2-TZVPD" mol_weight_g_mol=86.09 spin_multiplicity=1 gap_ev=8.087
C -1.619 0.907 -0.749
N -0.216 -0.754 -0.520
C 0.677 -0.411 0.415
N 0.904 0.466 1.318
C 1.888 -1.395 0.355
O 2.458 -1.779 -0.623
H -2.240 1.222 0.095
H -2.214 0.675 -1.636
H -0.823 1.609 -0.968
H -1.305 -0.221 -0.363
H 0.253 1.246 1.287
H 2.237 -1.565 1.389



--- Q ---
12
Properties=species:S:1:pos:R:3 method="wB97M-V/def2-TZVPD" mol_weight_g_mol=86.09 spin_multiplicity=1 gap_ev=10.958
C -1.118 0.607 0.884
C -0.177 0.432 -0.281
N -0.421 0.696 -1.495
N 1.160 -0.010 0.011
C 1.346 -1.386 -0.109
O 2.245 -1.885 -0.740
H -2.118 0.234 0.641
H -1.198 1.682 1.089
H -0.749 0.126 1.792
H -1.376 1.033 -1.614
H 1.812 0.456 -0.613
H 0.595 -1.986 0.436



Short version: Q is the most stable of them.



--- P ---
12
Properties=species:S:1:pos:R:3 method="wB97M-V/def2-TZVPD" mol_weight_g_mol=86.09 spin_multiplicity=1 gap_ev=10.812
C 1.933 -0.032 -0.206
N 0.976 -0.847 -0.924
C -0.253 -0.693 -0.670
N -0.791 0.191 0.263
C -2.107 0.360 0.627
O -2.476 1.264 1.339
H 2.909 -0.149 -0.677
H 1.684 1.037 -0.259
H 2.019 -0.317 0.854
H -0.949 -1.255 -1.280
H -0.162 0.851 0.700
H -2.784 -0.411 0.234



--- Q ---
12
Properties=species:S:1:pos:R:3 method="wB97M-V/def2-TZVPD" mol_weight_g_mol=86.09 spin_multiplicity=1 gap_ev=10.635 smiles="N[C@@H]1CNC1=O"
C -0.020 0.056 0.548
C 0.940 -0.811 -0.262
C -0.871 0.098 -0.709
H -0.830 1.855 1.004
H 0.369 1.482 2.005
H -0.674 -0.641 1.194
H 1.042 -1.721 0.302
H 1.832 -0.272 -0.452
H -0.029 -1.245 -2.161
N 0.210 1.434 1.009
N -0.077 -0.858 -1.256
O -1.891 0.624 -1.222



Short version: P is the most stable of them.



--- P ---
8
Properties=species:S:1:pos:R:3 method="wB97M-V/def2-TZVPD" mol_weight_g_mol=98.13 spin_multiplicity=1 gap_ev="5.554 / 5.555" smiles="S=C1N=CC=N1"
C 0.856 0.701 0.016
C 0.871 -0.721 0.013
C -1.078 -0.011 0.171
N -0.359 1.116 0.081
N -0.367 -1.164 0.083
S -3.240 -0.005 0.013
H 1.550 1.494 -0.185
H 1.766 -1.411 -0.193



--- Q ---
8
Properties=species:S:1:pos:R:3 method="wB97M-V/def2-TZVPD" mol_weight_g_mol=98.13 spin_multiplicity=1 gap_ev=7.711
C 1.487 -1.656 -1.888
C 0.346 0.342 1.343
C 0.844 -0.670 -1.257
N 2.140 -2.574 -2.162
N -0.144 1.351 1.148
S -0.126 0.402 -2.079
H 0.844 -0.638 1.404
H -0.551 1.300 -0.930



Short version: Q is the most stable of them.